A cluster of 7 separate species, C22H62N4O7 in total in a non-equilibrium geometry, computed with wB97M-V/def2-TZVPD.

```
95
Properties=species:S:1:pos:R:3:forces:R:3
C 8.419 0.575 14.336 -1.40 0.22 0.49
O 8.092 0.436 12.966 0.79 -0.36 0.14
C 6.785 -0.035 12.761 -0.34 0.67 -0.60
C 6.541 -0.380 11.280 -0.32 0.12 0.26
C 6.966 0.702 10.293 0.09 0.25 0.35
N 5.109 -0.611 11.098 -0.57 -0.40 -0.02
H 8.097 -0.293 14.920 0.44 -0.30 -0.21
H 7.809 1.384 14.764 0.24 0.29 -0.05
H 9.471 0.783 14.491 0.07 -0.14 -0.22
H 6.529 -0.880 13.411 0.23 -0.20 -0.06
H 6.057 0.754 13.009 0.07 0.14 0.10
H 7.056 -1.313 11.043 -0.19 0.22 -0.05
H 6.771 0.396 9.267 -0.04 -0.13 0.02
H 8.017 0.978 10.379 0.03 -0.17 0.07
H 6.390 1.613 10.481 -0.04 0.02 0.00
H 4.733 -1.231 11.811 0.23 -0.18 -0.07
H 4.563 0.237 11.213 0.29 0.20 -0.15
C 12.017 -4.396 11.965 0.76 -0.25 0.49
O 13.155 -3.995 12.711 -0.08 -0.45 0.52
C 12.884 -2.956 13.624 -0.08 0.34 0.14
C 12.732 -1.611 12.944 0.34 1.20 -0.10
C 13.973 -1.242 12.127 -0.20 -0.36 -0.09
N 12.505 -0.570 13.945 -0.23 0.05 0.26
H 11.159 -4.513 12.636 -0.25 0.48 -0.26
H 12.215 -5.409 11.609 0.14 0.20 -0.37
H 11.916 -3.672 11.152 -0.74 -0.31 -0.12
H 11.985 -3.121 14.232 -0.26 -0.39 -0.25
H 13.690 -2.934 14.360 0.28 0.14 -0.26
H 11.896 -1.621 12.227 -0.10 -0.41 0.07
H 14.873 -1.240 12.744 0.00 -0.28 0.01
H 13.921 -0.247 11.686 -0.31 0.05 0.04
H 14.035 -1.968 11.312 0.45 0.06 0.02
H 12.226 0.282 13.457 0.16 -0.02 0.12
H 11.713 -0.793 14.556 0.33 -0.16 -0.34
C 2.388 -6.186 15.340 -0.32 -0.45 0.10
O 3.068 -5.181 16.049 -0.25 0.16 -0.31
C 3.731 -4.266 15.194 0.63 0.40 0.48
C 5.138 -4.711 14.801 0.01 -0.22 -0.73
C 5.990 -4.995 16.025 -0.66 -0.22 -0.42
N 5.770 -3.705 13.936 0.19 0.25 0.03
H 1.630 -5.797 14.651 0.28 0.26 -0.19
H 1.814 -6.792 16.043 0.29 0.01 0.20
H 3.088 -6.839 14.809 -0.10 -0.01 -0.13
H 3.127 -4.008 14.318 -0.09 -0.11 -0.06
H 3.881 -3.359 15.785 -0.20 0.11 -0.06
H 5.102 -5.612 14.168 -0.36 -0.39 0.56
H 5.377 -5.615 16.680 0.36 -0.22 0.09
H 6.232 -4.085 16.574 0.19 0.06 -0.18
H 6.872 -5.524 15.662 0.23 0.07 0.50
H 6.716 -4.057 13.740 -0.42 0.26 0.15
H 5.304 -3.761 13.032 0.02 0.19 0.01
C 11.425 -0.246 8.050 -0.22 -0.41 0.40
O 10.837 0.712 8.893 0.37 0.79 -0.42
C 11.032 0.515 10.276 -0.02 -1.07 0.05
C 11.116 1.857 10.970 -0.33 0.57 -0.23
C 12.431 2.580 10.678 0.31 -0.59 0.31
N 10.959 1.728 12.427 -0.35 0.13 -0.15
H 12.511 -0.296 8.176 0.04 -0.02 0.08
H 11.207 -0.005 7.012 -0.11 0.21 0.05
H 10.984 -1.226 8.271 0.20 -0.17 -0.13
H 10.221 -0.152 10.607 -0.26 0.49 0.48
H 11.920 -0.089 10.513 0.32 0.28 -0.34
H 10.296 2.477 10.585 -0.01 -0.11 -0.27
H 13.250 1.980 11.087 0.00 0.00 0.09
H 12.467 3.537 11.199 -0.08 0.11 -0.17
H 12.655 2.705 9.620 -0.35 0.13 -0.05
H 10.803 2.680 12.750 0.28 -0.10 0.28
H 10.060 1.280 12.609 0.14 -0.13 -0.21
C 9.397 -3.454 16.075 0.76 0.35 -1.79
C 10.512 -2.559 16.610 -1.49 0.14 0.76
O 10.428 -1.276 15.972 0.15 -0.32 0.29
H 9.425 -4.456 16.494 -0.26 0.07 0.24
H 9.549 -3.560 14.991 0.35 -0.35 0.05
H 8.412 -2.989 16.024 -0.04 0.02 0.99
H 11.503 -3.009 16.526 0.01 0.00 -0.21
H 10.290 -2.382 17.668 0.34 -0.20 0.13
H 10.764 -0.657 16.628 0.04 0.21 -0.25
C 7.261 -8.218 13.672 0.15 -0.69 -0.93
C 8.775 -8.145 13.455 -0.38 0.42 0.50
O 9.167 -7.493 12.232 -0.21 -0.25 0.38
H 6.811 -7.231 13.618 0.05 0.14 0.17
H 7.035 -8.693 14.626 0.07 0.15 0.12
H 6.784 -8.827 12.898 0.00 0.01 0.01
H 9.280 -9.109 13.476 -0.19 -0.12 0.33
H 9.114 -7.525 14.287 0.60 -0.06 -0.19
H 9.312 -8.188 11.587 -0.05 0.18 -0.24
C 8.723 -2.805 11.972 -0.32 0.12 -0.19
C 8.354 -4.244 11.704 0.81 -0.50 -0.42
O 8.158 -5.014 12.887 0.44 -0.22 -0.06
H 9.727 -2.676 12.372 -0.08 -0.22 0.33
H 7.986 -2.311 12.608 0.25 -0.03 0.05
H 8.742 -2.292 11.005 -0.05 0.02 0.08
H 9.199 -4.670 11.147 -0.11 -0.15 -0.04
H 7.485 -4.363 11.046 -0.14 0.35 0.10
H 8.486 -5.912 12.672 -0.22 0.56 0.04
```
Forces are in eV/Å.

- SMILES string = COC[C@H](C)N.COC[C@H](C)N.COC[C@H](C)N.COC[C@H](C)N.CCO.CCO.CCO
- E (a.u.) = -1620.99200
- spin multiplicity = 1
- relative energy (zero: lowest compared OMol25 entry of this formula, charge and spin) (kJ/mol) = 52.1